52
Properties=species:S:1:pos:R:3:nbo_charge:R:1 method="wB97M-V/def2-TZVPD" smiles="CCOC(=O)CN1C[C@]23C=C[C@H](O2)[C@@H](C(=O)NCCc2ccccc2)[C@@H]3C1=O" gap_ev=9.75 charge=0 de_lowest_kcal_mol=43.6
C -2.083 -6.845 -0.813 -0.635
C -1.570 -6.623 -2.228 -0.076
H -1.202 -7.552 -2.666 0.192
H -2.359 -6.198 -2.856 0.199
O -0.443 -5.738 -2.239 -0.503
C -0.694 -4.433 -2.222 0.792
O -1.789 -3.938 -2.245 -0.604
C 0.609 -3.641 -2.192 -0.327
N 0.372 -2.228 -2.200 -0.414
C 0.531 -1.460 -1.100 0.698
O 0.976 -1.828 -0.033 -0.639
C 0.050 -0.066 -1.442 -0.322
H -0.934 0.091 -0.995 0.246
C 1.007 1.104 -1.184 -0.317
C 0.478 2.098 -0.164 0.685
O 0.230 3.259 -0.409 -0.630
N 0.298 1.522 1.043 -0.620
H 0.570 0.557 1.167 0.411
C -0.134 2.255 2.208 -0.217
H -0.504 3.220 1.856 0.232
H -0.952 1.715 2.696 0.195
C 1.015 2.468 3.205 -0.445
C 0.529 3.245 4.395 0.078
C 0.442 4.631 4.338 -0.250
C -0.037 5.351 5.417 -0.191
C -0.439 4.694 6.568 -0.225
C -0.359 3.314 6.632 -0.203
C 0.120 2.595 5.551 -0.248
H 0.182 1.517 5.608 0.207
H -0.670 2.795 7.528 0.212
H -0.811 5.256 7.411 0.212
H -0.097 6.428 5.361 0.211
H 0.756 5.145 3.441 0.213
H 1.815 3.013 2.701 0.216
H 1.400 1.496 3.520 0.206
H 1.977 0.729 -0.845 0.246
C 1.175 1.632 -2.645 0.055
C -0.169 2.147 -3.118 -0.185
C -0.896 1.067 -3.381 -0.219
H -1.916 0.975 -3.696 0.224
C -0.001 -0.089 -3.002 0.216
C -0.180 -1.548 -3.359 -0.218
H 0.389 -1.807 -4.256 0.215
H -1.234 -1.808 -3.498 0.221
O 1.289 0.406 -3.348 -0.501
H -0.430 3.184 -3.165 0.237
H 2.035 2.274 -2.806 0.218
H 1.230 -3.942 -3.043 0.227
H 1.141 -3.881 -1.265 0.269
H -2.447 -5.909 -0.398 0.223
H -2.897 -7.563 -0.830 0.219
H -1.285 -7.226 -0.179 0.213